The following is a quantum chemistry calculation of the molecule C4H7NO, from the Open Molecules 2025 dataset.

XYZ file:
```
13
Properties=species:S:1:pos:R:3
C 1.67 0.25 -0.25
C 0.25 0.54 -0.70
N -0.38 -0.71 -1.10
C -1.19 -1.02 -0.17
C -1.26 0.02 0.92
O -0.52 1.09 0.37
H 2.31 -0.02 -1.10
H 1.66 -0.58 0.46
H 2.09 1.13 0.25
H 0.22 1.26 -1.53
H -1.74 -1.95 -0.17
H -0.81 -0.35 1.86
H -2.29 0.35 1.15
```

Results
Relative energy (zero: lowest compared OMol25 entry of this formula, charge and spin), kcal/mol: 30.0
Lowest unoccupied orbital energy, eV: 1.0391
DFT total energy, Ha: -286.58389
HOMO level, eV: -9.82
Total charge: 0
SMILES: C[C@H]1N=CCO1